{
  "formula": "C24H47ClN8O2P2",
  "method": "the ωB97M-V functional and the def2-TZVPD basis",
  "smiles": "Cc1cccc(C[C@@](Cl)(C#N)CC#N)c1.CN(C)P(=O)(N(C)C)N(C)C.CN(C)P(=O)(N(C)C)N(C)C",
  "e_lumo_ev": -0.35,
  "fmax_ha_per_bohr": 0.14290,
  "homo_ev": -7.8,
  "multiplicity": 1,
  "energy_ha": -2673.95255,
  "symbols": ["H", "H", "H", "P", "C", "H", "C", "H", "O", "H", "C", "H", "N", "H", "H", "H", "H", "H", "H", "N", "H", "C", "H", "H", "C", "H", "C", "N", "H", "H", "C", "N", "H", "C", "C", "H", "H", "H", "C", "C", "H", "C", "C", "H", "H", "H", "H", "C", "H", "P", "H", "H", "H", "H", "Cl", "H", "C", "H", "H", "H", "C", "O", "H", "C", "H", "H", "H", "H", "C", "H", "N", "C", "H", "N", "C", "C", "H", "C", "N", "H", "N", "C", "H", "C"],
  "xyz": [[6.2466, 0.8290, -2.5656], [-0.5646, -4.3603, 0.5877], [3.7355, -1.3883, -1.5855], [-1.7591, -2.1527, -1.2960], [6.7389, 1.3059, 0.9957], [-0.8705, -5.1596, -1.8612], [-2.3422, 1.9536, 3.7074], [-3.0613, 1.4119, 1.2180], [-2.3350, -2.6043, 0.0411], [-1.3594, -2.1024, -4.6071], [-4.9638, 2.3666, 0.9858], [0.6945, -0.8698, -1.5581], [3.4600, 1.7469, 0.5419], [-2.2603, -4.3890, -3.3413], [-4.6122, -1.9433, -1.0416], [-1.1257, -0.3591, -4.4863], [-4.2605, -1.0100, -2.5082], [-2.6423, -1.0276, -3.9966], [0.8444, -4.7429, -1.9144], [-0.3889, -3.2092, -1.1953], [-5.1496, -2.5314, -2.6071], [-3.6256, 2.4323, 3.0120], [2.9507, 0.2047, 1.8832], [-4.1052, 1.9258, -0.9314], [-4.3296, -2.0279, -2.0959], [-2.4660, -1.5659, 3.4676], [0.0507, -3.5622, 0.1542], [-1.0367, -1.3905, -2.6557], [6.8816, 3.6108, -1.3897], [-1.4880, 2.0425, 3.0260], [-3.1758, -3.8306, -3.1885], [-3.0703, -2.7427, -2.2460], [3.2429, 1.7786, 2.6341], [-4.5693, 3.2330, 3.6402], [3.5739, 1.1080, 1.8335], [6.3555, 0.2849, 1.0655], [6.5562, -0.4466, -1.3763], [-6.8158, 3.4105, 1.0775], [5.7935, 0.0112, -2.0110], [-5.7039, 3.5739, 2.9278], [1.0047, -1.8326, -3.0134], [-2.2543, -0.5682, 3.0524], [-3.9858, 0.2378, 4.5811], [-3.9366, -4.5526, -2.8720], [6.4767, 1.8710, 1.8988], [4.1893, -1.1089, 0.0925], [7.8274, 1.1984, 0.9817], [-5.9055, 3.1584, 1.6207], [1.6667, 1.5490, -0.5689], [4.6188, 2.1046, -0.6790], [2.0412, 3.2005, -0.0412], [4.5755, 0.7837, 2.0917], [-0.2037, -4.0609, -3.1160], [-2.8870, -0.4840, 2.1631], [-1.5274, 0.0993, 5.5820], [1.0897, -3.9041, 0.1416], [-0.8105, -0.5643, 2.6973], [8.1694, 2.8716, -0.4619], [-4.4252, 3.5649, 4.6675], [0.5961, -0.1162, -3.1278], [7.1109, 3.1466, -0.4335], [4.5697, 3.6136, -0.5178], [-5.3212, 0.7659, -0.4256], [3.8005, -0.6224, -0.8067], [-3.4643, -3.4630, -4.1850], [-6.4711, 4.1847, 3.4040], [-5.8403, 2.3766, -1.0212], [2.7715, -0.3147, -0.6365], [-3.8217, 2.0281, 1.7027], [1.4382, 2.0231, 1.1162], [0.2792, -0.3227, 2.3867], [0.3824, -1.0428, -2.5850], [5.4852, -0.7299, -2.7557], [6.2809, 1.9652, -0.2067], [-5.0836, 1.8414, -0.4347], [2.0909, 2.1473, 0.2524], [-2.1475, 2.5452, 4.6085], [-2.5690, 0.4674, 4.1521], [4.6539, 0.4712, -1.2167], [0.0126, -2.7021, 0.8183], [-5.0992, 0.0198, 4.8247], [-1.5727, -1.2247, -3.9904], [6.9759, 3.8977, 0.3542], [-0.1636, -4.3447, -2.0612]],
  "atomic_forces_ev_per_a": [[0.1, 0.0, 0.2], [0.0, 0.0, 0.1], [0.2, 0.1, -0.1], [0.0, -6.8, -2.7], [-0.1, -0.7, -0.2], [0.0, 0.0, -0.1], [-1.2, -0.1, 0.2], [-0.1, 0.2, 0.0], [0.0, 4.2, 0.8], [-0.1, -0.1, 0.1], [0.4, -0.3, -0.4], [0.0, -0.2, 0.0], [-0.6, 0.0, 0.0], [0.1, 0.1, 0.2], [0.0, 0.0, 0.0], [0.2, 0.0, 0.2], [-0.2, 0.0, 0.0], [0.0, -0.3, 0.1], [0.0, 0.1, 0.2], [0.6, 0.0, 0.9], [0.1, -0.1, -0.1], [1.2, 0.0, 0.0], [-0.1, 0.1, 0.1], [-0.3, 0.1, 0.0], [0.2, 0.3, 0.5], [-0.1, 0.3, -0.1], [-0.2, 0.0, 0.2], [0.5, 1.1, 1.4], [-0.1, 0.1, 0.1], [-0.1, -0.3, 0.3], [0.2, 0.1, -0.5], [-0.6, 0.3, -0.2], [0.0, 0.1, -0.1], [0.1, -0.1, 0.0], [0.1, -0.7, 0.0], [-0.2, 0.1, 0.1], [0.0, 0.0, 0.0], [0.1, 0.1, 0.2], [-0.1, 0.0, -0.5], [-0.6, 0.5, 0.3], [0.0, -0.1, 0.0], [0.6, -1.3, 0.4], [-0.8, -0.2, 0.0], [0.0, 0.0, 0.1], [0.0, -0.1, 0.1], [0.0, 0.1, 0.1], [0.0, 0.1, -0.1], [-0.3, -0.2, -0.4], [-0.2, 0.0, 0.0], [1.8, -1.0, 6.7], [0.0, 0.0, -0.1], [0.1, 0.2, -0.2], [-0.2, 0.0, 0.0], [0.2, 0.2, 0.1], [-0.1, 0.0, -0.1], [0.0, 0.0, -0.2], [0.3, 1.2, -0.6], [-0.1, -0.2, 0.1], [-0.1, -0.1, -0.2], [-0.2, 0.0, 0.0], [-0.1, 0.2, 0.0], [-1.3, -0.4, -3.8], [-0.1, 0.3, 0.0], [-0.8, -0.1, -0.3], [-0.1, 0.0, 0.0], [0.2, -0.1, -0.1], [0.2, -0.2, 0.2], [0.1, 0.1, 0.3], [0.0, -0.2, -0.2], [0.2, -0.1, 0.1], [-1.1, -0.6, 0.3], [0.2, 0.6, 0.2], [-0.2, 0.0, 0.1], [0.7, 0.6, -0.5], [0.1, 0.0, 0.2], [0.2, 0.4, -0.4], [0.0, -0.1, -0.2], [-0.2, 0.3, 0.0], [0.3, 1.0, -1.6], [-0.1, 0.0, 0.0], [1.6, 0.3, -0.2], [-0.7, 0.6, -0.1], [0.0, 0.1, -0.1], [0.2, 0.4, -0.6]],
  "mulliken_charge": [0.3235, 0.2829, 0.3989, 1.3600, -1.2628, 0.3411, -1.0324, 0.4665, -0.9805, 0.3009, 0.4213, 0.0113, 0.1220, 0.2852, 0.2763, 0.3510, 0.2911, 0.2712, 0.4095, 0.2245, 0.4135, 0.2489, 0.2880, 0.3439, -1.0858, 0.4933, -0.8582, 0.0426, 0.3312, 0.1521, -1.0889, 0.0953, 0.3685, -0.5195, -0.7990, 0.2846, 0.3137, 0.3999, -0.9643, -0.5583, 0.2768, -0.6221, -0.3409, 0.3376, 0.3488, 0.2232, 0.4224, -0.7398, 0.2429, 1.0133, 0.3571, 0.1956, 0.3044, 0.2108, -0.1506, 0.3222, 0.2096, 0.3556, 0.3881, 0.5019, -1.0628, -0.8470, 0.2224, -0.5212, 0.4105, 0.3493, 0.3865, -0.1581, 0.1525, 0.2575, -0.4660, -0.9567, 0.3437, 0.1841, -1.3485, -1.0461, 0.5309, 1.2987, 0.0410, 0.0964, -0.4908, -0.9721, 0.3061, -1.3304]
}



{
  "formula": "C24H47IN2O2",
  "method": "the ωB97M-V functional and the def2-TZVPD basis",
  "smiles": "C#CCCC[C@]1(CCCI)COC(=O)C1.CCN(CC)CC.CCN(CC)CC",
  "e_lumo_ev": 0.43,
  "fmax_ha_per_bohr": 0.01674,
  "homo_ev": -7.9,
  "multiplicity": 1,
  "energy_ha": -1500.27077,
  "e_above_lowest_kcal_mol": 0.0,
  "symbols": ["C", "H", "H", "C", "H", "C", "H", "C", "H", "H", "H", "H", "C", "C", "H", "H", "H", "C", "C", "H", "H", "H", "H", "H", "H", "C", "N", "H", "H", "C", "H", "H", "H", "C", "C", "H", "H", "C", "H", "C", "C", "H", "H", "H", "H", "H", "H", "O", "C", "H", "C", "H", "C", "H", "H", "C", "H", "H", "I", "H", "C", "C", "C", "O", "H", "H", "N", "H", "H", "H", "C", "H", "H", "H", "C", "H"],
  "xyz": [[-2.0719, -2.2827, -3.1929], [5.8733, 5.0798, 0.2290], [2.4414, 5.8009, 0.0902], [-4.2195, -3.3362, 0.0170], [-1.3077, -0.4551, -3.9630], [-5.4608, -1.6793, 2.5855], [-6.2163, -2.4659, 2.5936], [5.7410, 4.0391, 2.1129], [-4.7130, -2.3697, -0.0784], [-2.5322, -2.4388, 1.0318], [-3.7630, -3.5592, -0.9461], [1.1254, 4.0521, 0.4872], [3.3400, 5.6635, 0.6955], [5.3385, 4.2208, 0.6436], [-0.3883, -1.9262, -4.3660], [-3.5845, -6.0277, 1.3982], [-3.3442, -1.4209, 2.8776], [4.9094, -0.8762, -1.2708], [-0.9257, -1.3931, -3.5799], [1.6904, -1.8150, -3.3717], [3.8359, 6.1172, 2.7860], [-3.1832, 1.3247, -0.8511], [-2.4661, -4.1755, 0.9264], [5.6861, 3.3492, 0.0804], [1.9073, -1.5605, -1.6300], [2.9679, 5.8923, 2.1676], [3.9307, 4.3872, 0.3322], [-1.5845, -1.0210, -0.8303], [2.2840, 6.7391, 2.2464], [-0.0914, -1.3664, -2.3211], [1.7880, 3.4326, -1.0320], [-5.3856, -4.5787, 2.3613], [-0.3061, -2.9328, -0.7963], [-0.7055, -0.4946, -1.2096], [-2.1607, 1.5794, -0.6051], [5.1208, 3.2953, 2.6145], [-0.3211, 1.5873, -1.6954], [-3.7032, -5.9031, 2.4746], [3.6633, 2.3539, 0.2301], [-4.0960, -2.1911, 3.0648], [-1.1655, 0.9181, -1.5622], [3.7243, 1.3180, -3.1680], [0.0185, -0.4574, -0.3959], [-2.0602, 2.6559, -0.6356], [4.0311, 6.4437, 0.3669], [-5.8059, -0.8853, 3.2503], [-4.5562, -4.5612, 3.9089], [-1.5969, -3.2372, -2.3624], [1.9137, 0.2179, -2.7647], [-4.1407, -2.3216, 4.1507], [3.1344, 3.2134, 0.6451], [3.0440, 3.0225, 1.7275], [1.4093, -1.1864, -2.5250], [-4.3036, -6.7395, 2.8346], [3.6014, -0.2061, -4.0522], [-0.2858, -2.8430, -1.8770], [1.2239, 2.3205, 0.2305], [1.7539, 0.7930, -1.8594], [-1.9196, 1.1609, 1.4754], [6.7749, 3.6939, 2.1673], [3.4064, 0.2762, -3.0937], [-3.1469, -3.3417, 1.1147], [1.7390, 3.2657, 0.0465], [-3.2279, -2.2120, -3.5193], [2.4639, 5.0247, 2.5959], [1.3609, 0.6755, -3.5859], [-3.5873, -3.4262, 2.4982], [0.4518, -3.5070, -2.3182], [-2.7177, -5.9610, 2.9388], [-4.9873, -4.0892, 0.2032], [-4.3869, -4.5917, 2.8287], [-5.4131, -1.2625, 1.5804], [5.6796, 4.9696, 2.6762], [5.5267, -1.3380, -0.5378], [4.2077, -0.3614, -2.0884], [-1.6836, 0.8638, -2.5169]],
  "atomic_forces_ev_per_a": [[-0.8, -0.1, -0.2], [0.0, 0.0, 0.0], [0.0, 0.0, 0.0], [0.0, 0.0, 0.0], [0.2, 0.1, -0.1], [0.0, 0.0, 0.0], [0.0, 0.0, 0.0], [0.0, 0.0, 0.0], [0.0, 0.0, 0.0], [0.0, 0.0, 0.0], [0.0, 0.0, 0.0], [0.0, 0.0, 0.0], [0.0, 0.1, 0.0], [0.1, 0.0, 0.0], [0.1, 0.1, -0.2], [0.0, 0.0, 0.0], [0.0, 0.0, 0.0], [0.2, -0.3, 0.5], [-0.3, 0.2, -0.3], [0.2, -0.2, 0.0], [0.0, -0.1, 0.0], [-0.1, -0.2, 0.1], [0.0, 0.0, 0.0], [0.0, 0.0, 0.0], [0.2, -0.2, 0.0], [0.0, 0.0, 0.0], [0.0, -0.1, 0.0], [-0.1, -0.1, 0.1], [0.0, 0.0, 0.0], [0.3, -0.5, 0.4], [0.0, 0.0, 0.0], [0.0, 0.0, 0.0], [0.1, -0.2, 0.1], [-0.2, 0.1, 0.0], [0.2, 0.0, -0.1], [0.0, 0.0, 0.0], [0.2, 0.0, 0.0], [0.0, 0.0, 0.1], [0.1, -0.1, 0.0], [0.0, 0.1, 0.1], [0.1, 0.0, 0.0], [0.0, 0.0, -0.2], [0.0, 0.0, 0.2], [-0.1, 0.1, -0.2], [0.0, 0.0, 0.0], [0.0, 0.0, 0.0], [0.0, 0.0, 0.0], [0.1, 0.1, 0.4], [-0.1, 0.1, -0.1], [0.0, -0.1, 0.0], [-0.1, 0.0, 0.1], [0.0, 0.0, 0.0], [-0.1, 0.1, 0.0], [0.0, 0.0, 0.0], [0.0, 0.0, -0.1], [-0.6, 0.2, -0.3], [0.0, 0.0, 0.0], [-0.1, 0.3, 0.1], [0.1, -0.1, 0.1], [0.0, 0.0, 0.0], [-0.5, 0.3, -0.4], [0.1, 0.0, -0.1], [-0.1, -0.1, -0.1], [0.7, -0.2, 0.1], [0.0, 0.0, 0.0], [-0.1, 0.2, 0.0], [0.0, -0.1, 0.0], [0.1, -0.1, 0.0], [0.0, 0.0, 0.0], [0.0, 0.0, 0.0], [0.0, 0.0, 0.0], [0.0, 0.0, 0.0], [0.0, 0.0, 0.0], [0.0, 0.0, 0.0], [0.5, -0.2, 0.3], [-0.1, 0.2, -0.2]],
  "mulliken_charge": [0.4949, 0.3761, 0.3702, -0.8937, 0.3806, -0.9737, 0.2934, -0.9888, 0.1880, 0.1727, 0.2794, 0.5122, -0.6917, -0.7105, 0.4689, 0.2540, 0.1698, -0.1697, -0.8634, 0.4435, 0.2827, 0.5752, 0.2919, 0.3901, 0.5074, -0.9933, 0.1232, 0.0302, 0.3668, 1.6193, 0.2822, 0.2834, 0.3193, -0.7578, -1.4825, 0.2787, 0.1250, -1.3563, 0.4696, -0.5188, -0.3162, 0.4023, 0.6367, 0.6166, 0.3702, 0.3999, 0.4705, -0.3501, 0.1065, 0.4152, -0.5054, 0.1925, -1.7142, 0.4318, 0.3901, -1.0071, 0.0968, -0.2095, -0.0238, 0.4002, -0.9249, -0.5977, -1.1074, -0.6166, 0.2610, 0.3880, 0.1877, 0.4610, 0.3276, 0.3825, -0.3944, 0.1777, 0.2316, 0.4080, -0.2680, 0.3326]
}